95
Properties=species:S:1:pos:R:3:mulliken_charge:R:1 method="wB97M-V/def2-TZVPD" lumo_ha="0.0019 / -0.0027" total_energy_ha=-3213.07786 orbital_gap_ha="0.223 / 0.274" multiplicity=3 e_above_lowest_ev=0.000
Ti 0.735 -0.363 -1.024 -0.8129
O 4.496 -1.746 -2.315 -0.7189
C 3.663 -0.913 -1.978 -0.4284
N 2.787 -1.004 -0.933 0.8693
C 3.224 -1.848 0.140 -0.3138
C 3.746 -3.123 -0.094 -0.3530
C 4.223 -3.925 0.932 -0.9776
C 4.192 -3.469 2.238 -0.6593
C 3.646 -2.223 2.499 -0.2055
C 3.143 -1.418 1.482 0.2863
N 2.510 -0.193 1.882 -0.7256
C 1.277 -0.283 2.129 0.1375
O 0.445 0.668 2.569 0.4639
C 0.490 -1.548 1.958 0.2506
C -0.067 -2.211 3.037 -0.4731
C -0.663 -3.442 2.821 -1.1046
C -0.658 -3.972 1.544 -1.1487
C -0.103 -3.224 0.519 -0.9405
N 0.434 -2.021 0.712 1.4683
C 3.646 0.361 -2.809 0.9690
C 4.158 0.296 -4.105 -0.6579
C 4.227 1.455 -4.853 -0.5292
C 3.805 2.646 -4.274 -0.7209
C 3.343 2.615 -2.969 -0.1853
N 3.255 1.499 -2.246 -0.0772
H 3.784 -3.477 -1.111 0.5407
H 4.628 -4.903 0.700 0.3974
H 4.573 -4.078 3.050 0.3938
H 3.585 -1.849 3.515 0.4985
H -0.014 -1.768 4.023 0.5657
H -1.107 -3.987 3.644 0.4897
H -1.081 -4.944 1.332 0.5055
H -0.078 -3.599 -0.493 0.7843
H 4.500 -0.658 -4.481 0.4677
H 4.611 1.440 -5.865 0.4195
H 3.848 3.583 -4.815 0.4304
H 3.027 3.529 -2.474 0.4890
C -5.384 -3.706 0.520 -1.7785
C -4.279 -2.731 0.196 0.5673
C -4.174 -1.529 0.908 -0.8908
C -3.204 -0.558 0.602 0.3463
C -3.146 0.746 1.104 -1.0684
N -3.919 1.238 2.155 -0.2825
C -3.610 0.784 3.525 -1.3136
C -2.124 0.903 3.881 0.7790
C -1.572 2.320 3.682 -0.9085
N -0.123 2.524 3.823 -0.3661
C 0.704 2.093 2.734 -0.5174
C 0.368 2.879 1.462 -0.3092
C -0.097 4.175 1.528 -0.4739
C -0.484 4.905 0.391 0.6543
C -0.941 6.336 0.526 -1.5923
C -0.430 4.278 -0.835 -1.4084
C 0.036 2.961 -0.962 1.2417
C 0.090 2.344 -2.270 -0.6602
N 0.381 1.131 -2.566 0.7256
C 0.516 0.820 -3.995 -0.3703
C -0.118 -0.486 -4.468 -0.9807
C 0.295 -1.765 -3.733 -1.0581
N -0.291 -1.757 -2.396 0.3860
C -1.453 -2.302 -2.239 -0.7952
C -2.337 -2.089 -1.131 0.8329
C -3.402 -2.980 -0.842 -0.8161
C -2.195 -0.906 -0.380 0.8217
O -1.210 -0.111 -0.558 0.1828
C 0.496 2.286 0.187 0.1506
O 1.034 1.124 0.089 -0.0997
H -5.864 -3.453 1.465 0.3697
H -5.006 -4.727 0.601 0.3689
H -6.157 -3.705 -0.252 0.3185
H -4.914 -1.305 1.670 0.4863
H -2.499 1.444 0.585 0.5017
H -3.932 2.246 2.134 0.4388
H -3.922 -0.256 3.637 0.3497
H -4.232 1.375 4.200 0.5742
H -1.578 0.210 3.246 -0.6239
H -1.973 0.579 4.917 0.4844
H -2.073 3.001 4.378 0.3509
H -1.833 2.661 2.681 0.2032
H 0.226 2.158 4.697 0.3982
H 1.751 2.217 3.009 0.5611
H -0.191 4.640 2.504 0.4285
H -1.522 6.483 1.437 0.3819
H -1.562 6.634 -0.320 0.3815
H -0.091 7.021 0.569 0.3004
H -0.761 4.808 -1.724 0.4134
H -0.147 3.029 -3.090 0.2205
H 1.586 0.787 -4.212 -0.1600
H 0.094 1.637 -4.587 0.5107
H 0.154 -0.591 -5.522 0.4895
H -1.209 -0.409 -4.429 0.3641
H 1.382 -1.833 -3.649 0.2576
H -0.055 -2.632 -4.303 0.5384
H -1.820 -2.960 -3.034 0.2808
H -3.505 -3.887 -1.432 0.4182

=====

21
Properties=species:S:1:pos:R:3:mulliken_charge:R:1 method="wB97M-V/def2-TZVPD" lumo_ha=-0.1225 total_charge=+1 total_energy_ha=-328.62042 orbital_gap_ha=0.412 e_above_lowest_ev=1.791
C 2.902 -1.903 0.419 -1.1023
C 2.765 -0.916 -0.752 -0.4898
C 1.369 -0.834 -1.345 -0.7165
C 0.396 -0.154 -0.450 -0.3416
C -0.869 -0.424 -0.234 -0.0928
N -1.666 0.544 0.586 -0.2813
H 3.933 -2.101 0.704 0.3568
H 2.451 -2.859 0.130 0.2929
H 2.526 -1.489 1.344 0.2947
H 3.565 -0.953 -1.478 0.3912
H 2.929 0.046 -0.231 0.2342
H 1.004 -1.822 -1.645 0.3641
H 1.380 -0.267 -2.276 0.3346
H 0.677 0.872 -0.188 0.2768
H -1.434 -1.235 -0.661 0.3933
H -2.078 1.391 0.192 0.3237
H -0.905 0.865 1.200 0.3993
H -2.306 0.062 1.200 0.3475
H -3.549 3.666 0.835 0.3305
H -4.341 3.078 1.991 0.3278
O -3.864 2.828 1.193 -0.6431

=====

123
Properties=species:S:1:pos:R:3:mulliken_charge:R:1 method="wB97M-V/def2-TZVPD" lumo_ha=-0.0175 total_energy_ha=-4686.09775 orbital_gap_ha=0.308 e_above_lowest_ev=0.000 smiles="CCCC[C@]1(CC(C)C)[C@](COCCC)(P(N)O)OS(=O)(=O)C[C@@]1(PP(=O)(O)O)C(F)(F)C(F)(F)C(F)(F)C(F)(F)F.COCCOCCOC.COCCOCCOC"
C -0.362 4.754 -0.488 -1.6566
C -0.806 3.293 -0.385 0.1983
C 0.250 2.508 0.405 -1.8356
C 0.157 0.985 0.188 -2.2648
C 0.175 -0.034 1.352 4.1568
C 1.344 0.201 2.371 -2.7460
C 2.552 1.088 1.992 0.6952
C 3.846 0.384 2.504 -1.3473
C 2.526 2.495 2.647 -1.7097
C 0.490 -1.409 0.653 0.0759
C 2.003 -1.650 0.417 -1.7504
O 2.559 -2.398 1.465 -0.1763
C 3.866 -2.850 1.190 -0.1567
C 4.058 -4.212 1.866 -0.2445
C 5.220 -4.244 2.851 -1.5137
P 0.020 -1.635 -1.201 -0.5997
N -0.194 -3.333 -1.154 -0.5382
O -1.523 -1.191 -1.565 -0.1645
O 0.032 -2.618 1.339 -0.5429
S -0.284 -2.735 2.872 1.7185
O -1.354 -3.674 2.997 -0.7747
O 0.858 -2.997 3.691 -0.7082
C -0.897 -1.136 3.340 -2.8077
C -1.191 -0.125 2.174 1.0285
P -2.570 -1.080 1.289 -0.3100
P -3.927 0.177 0.148 1.1467
O -5.064 0.737 0.868 -0.6705
O -3.157 1.332 -0.665 -0.4236
O -4.469 -0.848 -0.978 -0.5877
C -1.647 1.186 2.823 0.8446
F -2.338 1.923 1.899 -0.2472
F -0.584 1.968 3.150 -0.3734
C -2.535 1.244 4.131 -0.0104
F -2.425 2.568 4.472 -0.3236
F -1.979 0.569 5.167 -0.2669
C -4.098 1.051 4.194 0.5202
F -4.419 1.640 5.391 -0.3331
F -4.748 1.751 3.239 -0.0491
C -4.707 -0.398 4.319 0.4913
F -3.786 -1.277 4.754 -0.2379
F -5.239 -0.803 3.146 -0.1578
F -5.712 -0.369 5.228 -0.2835
H -1.097 5.371 -0.989 0.4135
H -0.294 5.135 0.530 0.3639
H 0.631 4.854 -0.914 0.4252
H -0.911 2.878 -1.384 0.3087
H -1.755 3.309 0.133 -0.2394
H 0.256 2.877 1.417 0.5778
H 1.185 2.862 -0.023 0.8569
H -0.761 0.817 -0.361 -0.3842
H 1.004 0.725 -0.434 1.0705
H 0.971 0.660 3.275 1.5962
H 1.685 -0.749 2.764 0.6317
H 2.711 1.225 0.930 0.4170
H 4.197 0.807 3.436 0.5334
H 4.631 0.480 1.759 0.3405
H 3.700 -0.679 2.657 -0.0671
H 2.368 3.236 1.868 0.2929
H 3.478 2.743 3.091 0.5468
H 1.699 2.615 3.335 0.2030
H 2.547 -0.735 0.188 -0.0302
H 2.134 -2.267 -0.478 1.3910
H 4.047 -2.967 0.119 0.0800
H 4.627 -2.167 1.564 0.2465
H 3.150 -4.412 2.429 0.2065
H 4.118 -5.008 1.131 0.3702
H 5.352 -5.255 3.218 0.4481
H 4.984 -3.619 3.704 0.3505
H 6.140 -3.912 2.381 0.3501
H 0.506 -3.792 -0.588 0.2637
H -0.111 -3.654 -2.109 0.2884
H -1.497 -0.637 -2.341 0.3909
H -0.324 -0.690 4.136 0.6552
H -1.851 -1.372 3.796 1.2314
H -3.389 -1.426 2.367 0.1570
H -2.893 1.084 -1.550 0.2594
H -4.202 -0.583 -1.856 0.3413
C 7.005 -6.408 -2.025 -0.7397
O 6.108 -6.126 -3.080 -0.3319
C 4.798 -5.768 -2.699 -0.3764
C 4.346 -4.396 -3.178 -0.1969
O 5.083 -3.266 -2.748 -0.3346
C 6.440 -3.115 -3.131 -0.3282
C 6.744 -2.950 -4.611 -0.5464
O 6.363 -4.045 -5.419 -0.3128
C 5.444 -3.763 -6.454 -0.8075
H 7.099 -7.488 -1.884 0.2670
H 7.987 -6.015 -2.295 0.2540
H 6.696 -5.944 -1.085 0.3136
H 4.675 -5.836 -1.613 0.2052
H 4.114 -6.497 -3.151 0.3809
H 3.344 -4.249 -2.759 0.3300
H 4.211 -4.381 -4.261 0.0986
H 7.057 -3.898 -2.688 0.1547
H 6.759 -2.185 -2.653 0.3811
H 7.831 -2.841 -4.697 0.3688
H 6.291 -2.021 -4.974 0.3494
H 4.872 -2.852 -6.263 0.3917
H 4.744 -4.598 -6.530 0.2387
H 5.966 -3.669 -7.411 0.2555
C -8.116 5.950 -3.384 -0.7980
O -7.649 4.865 -2.611 -0.3132
C -6.668 4.049 -3.215 -0.7796
C -5.353 3.964 -2.456 0.5144
O -4.630 5.163 -2.245 -0.4923
C -5.170 6.190 -1.430 -0.2038
C -5.374 5.875 0.043 -0.4297
O -6.275 4.821 0.291 -0.4056
C -5.739 3.702 0.982 -0.3160
H -9.075 5.701 -3.849 0.2655
H -8.271 6.802 -2.720 0.2388
H -7.402 6.244 -4.158 0.3734
H -6.477 4.368 -4.245 0.3825
H -7.071 3.030 -3.257 0.3369
H -4.693 3.349 -3.078 0.3495
H -5.473 3.412 -1.521 -0.2669
H -6.077 6.605 -1.873 -0.0431
H -4.428 6.992 -1.469 0.4498
H -5.783 6.780 0.510 0.4030
H -4.401 5.677 0.506 0.2452
H -4.653 3.642 0.886 -0.0966
H -6.166 2.797 0.560 0.3436
H -6.010 3.746 2.042 0.2759

=====

64
Properties=species:S:1:pos:R:3:mulliken_charge:R:1 method="wB97M-V/def2-TZVPD" lumo_ha="-0.0436 / -0.0533" total_energy_ha=-5817.67940 orbital_gap_ha="0.191 / 0.182" multiplicity=4
V 0.510 0.261 0.157 -0.0992
C -2.686 -2.671 0.454 -1.9140
C -1.543 -1.743 0.722 0.8179
N -1.291 -0.713 -0.029 0.6159
N -2.107 -0.460 -1.081 -0.4251
C -1.789 0.523 -1.972 0.5863
N -2.591 0.613 -3.036 -0.3497
S -0.488 1.535 -1.761 -0.4117
C -0.572 -1.960 1.802 0.8510
C -0.697 -2.968 2.754 -0.9463
C 0.254 -3.076 3.753 -0.4559
C 1.310 -2.179 3.788 -0.9268
C 1.381 -1.213 2.803 -0.1275
N 0.476 -1.109 1.831 0.2648
H -2.611 -3.086 -0.555 0.4052
H -2.711 -3.505 1.144 0.3453
H -3.646 -2.153 0.539 0.4134
H -2.910 -1.051 -1.236 0.3330
H -3.162 -0.178 -3.292 0.1602
H -2.190 1.101 -3.826 0.3221
H -1.530 -3.653 2.732 0.2679
H 0.166 -3.852 4.502 0.4450
H 2.067 -2.225 4.557 0.4046
H 2.186 -0.490 2.775 0.4901
O -0.827 3.501 3.049 -0.7222
C 0.085 4.420 2.675 0.2497
C -0.021 5.694 3.234 -0.6782
C 0.872 6.684 2.884 -0.2886
C 1.893 6.429 1.971 -0.8068
C 2.009 5.169 1.425 -0.2624
C 1.119 4.144 1.765 -0.0061
C 1.277 2.802 1.172 1.2317
O 0.333 1.933 1.351 -0.9548
N 2.375 2.566 0.470 -1.3577
N 2.312 1.315 -0.040 0.7939
C 3.200 0.850 -0.835 -0.3357
C 2.953 -0.485 -1.373 0.7491
C 3.880 -1.138 -2.168 -0.9787
C 3.583 -2.405 -2.648 -0.3396
C 2.366 -2.976 -2.332 -0.7591
C 1.486 -2.254 -1.542 -0.2101
N 1.765 -1.049 -1.056 0.3600
H -0.657 2.704 2.503 0.4442
H -0.825 5.875 3.935 0.4424
H 0.770 7.669 3.322 0.3759
H 2.586 7.210 1.690 0.3935
H 2.794 4.941 0.717 0.4619
H 4.072 1.426 -1.131 0.3793
H 4.813 -0.651 -2.412 0.4711
H 4.286 -2.926 -3.284 0.4101
H 2.069 -3.937 -2.724 0.3955
H 0.508 -2.654 -1.304 0.3181
F -4.496 -4.332 -6.254 -0.3147
C -3.460 -3.588 -5.846 0.6690
C -3.439 -2.226 -6.077 0.1133
F -4.468 -1.647 -6.709 -0.3061
C -2.362 -1.471 -5.650 -0.0848
F -2.423 -0.145 -5.904 -0.4150
C -1.257 -2.009 -4.985 -0.0537
Se 0.192 -0.962 -4.384 -0.2978
C -1.329 -3.388 -4.770 0.5377
F -0.341 -4.015 -4.109 -0.2806
C -2.393 -4.167 -5.183 -0.0911
F -2.408 -5.485 -4.937 -0.3189

=====

8
Properties=species:S:1:pos:R:3:mulliken_charge:R:1 method="wB97M-V/def2-TZVPD" lumo_ha=-0.0999 total_energy_ha=-170.84015 orbital_gap_ha=0.285 e_above_lowest_ev=6.586
N 0.194 1.045 0.014 -0.5502
C 0.587 -0.319 0.329 -0.4204
O -1.507 -0.691 -1.011 -0.5649
H -0.342 0.751 -0.748 0.4067
H -0.582 1.338 0.601 0.2772
H 1.090 -0.855 -0.476 0.2761
H 1.066 -0.570 1.264 0.2859
H -0.507 -0.699 0.027 0.2895

=====

15
Properties=species:S:1:pos:R:3:mulliken_charge:R:1 method="wB97M-V/def2-TZVPD" lumo_ha=-0.1933 total_charge=+1 total_energy_ha=-287.72651 orbital_gap_ha=0.311 e_above_lowest_ev=6.251 smiles="C=[N+]=CC1=C[C@H]1C"
C 3.143 -0.037 0.449 -0.1654
N 2.280 0.520 -0.204 0.1179
C 1.355 1.198 -0.617 -0.1218
C -0.093 1.024 0.056 0.1288
C -1.218 1.602 0.454 -0.4505
C -1.126 0.108 0.569 -0.0772
C -1.978 -0.672 -0.422 -1.0550
H 3.708 -0.967 0.258 0.2898
H 3.436 0.466 1.443 0.2683
H 1.473 2.090 -1.309 0.3926
H -1.570 2.305 1.104 0.3595
H -1.093 -0.233 1.544 0.4363
H -1.431 -0.777 -1.384 0.2928
H -2.947 -0.048 -0.612 0.2536
H -2.358 -1.690 -0.165 0.3304